No. 1
{"formula": "C14H26Cl10MgO4", "method": "wB97M-V/def2-TZVPD", "orbital_gap_ev": 8.62, "spin_multiplicity": 1, "energy_ha": -5652.1223, "homo_ev": -9.782, "de_lowest_ev": 0.0000, "symbols": ["Cl", "Cl", "Cl", "Cl", "Cl", "Cl", "Cl", "Cl", "Cl", "Cl", "Mg", "O", "O", "O", "O", "C", "C", "C", "C", "C", "C", "C", "C", "C", "C", "C", "C", "C", "C", "H", "H", "H", "H", "H", "H", "H", "H", "H", "H", "H", "H", "H", "H", "H", "H", "H", "H", "H", "H", "H", "H", "H", "H", "H", "H"], "xyz": [[-0.030092, -2.832839, -4.099277], [-3.127033, 1.981719, -3.772272], [-1.223211, -4.704619, -0.591172], [1.279051, -3.571412, 1.177727], [0.000094, 0.545793, -3.376029], [2.941975, -1.478334, -4.052475], [4.499254, 0.948994, 3.097273], [2.817347, 0.705995, -0.877851], [3.017748, 4.688485, -2.319106], [-0.336663, 4.247665, -1.571590], [-1.753063, 2.271659, 1.947252], [-2.938032, 3.668386, 4.318148], [-1.162610, 1.481000, 0.077823], [-0.928673, 0.431691, 1.958058], [-3.188592, 1.815340, 3.183163], [-2.413870, 1.147024, -2.355182], [1.284610, -3.362815, -3.021107], [4.288342, 1.265283, 1.360635], [-3.532559, 2.591276, 4.132507], [-1.548812, -0.060229, -2.701209], [-0.066404, -4.559566, 1.875333], [-0.219105, -0.750622, -0.014290], [1.033849, 3.244627, -0.971360], [2.160355, -2.210923, -2.615323], [2.887937, 0.837748, 0.913293], [2.190626, 3.165257, -1.949373], [-1.349676, -4.261697, 1.127893], [-4.698410, 2.191633, 5.016175], [-0.791310, 0.449428, 0.706580], [2.153508, 1.564140, 1.251994], [4.479065, 2.307867, 1.115915], [-0.060939, -0.545377, -1.070822], [-0.224619, -4.273046, 2.914179], [-1.570354, -3.205129, 1.267061], [2.961307, -2.520408, -1.947504], [0.214562, -5.608509, 1.868382], [-1.964871, -0.704095, -3.470680], [-2.198087, -4.812121, 1.529967], [-0.943709, -1.562297, 0.044639], [-3.269848, 0.872167, -1.739115], [5.068649, 0.716353, 0.838023], [-5.702067, 2.350851, 4.630090], [2.593035, -0.137202, 1.288640], [1.836103, -4.182710, -3.477189], [0.790164, -3.799749, -2.154924], [0.727555, 2.205203, -0.878519], [1.591672, -1.399146, -2.169222], [0.704946, -1.031369, 0.473834], [1.273963, 3.746436, -0.040542], [1.867869, 2.820958, -2.929495], [-1.830007, 1.808489, -1.718136], [-4.581978, 1.119394, 5.203000], [-1.284444, -0.698173, -1.861191], [2.930730, 2.454105, -1.585413], [-4.655277, 2.627423, 6.012787]], "atomic_forces_ev_per_a": [[-0.0137, -0.2584, -0.1243], [0.4216, -0.1567, 0.1704], [-0.1974, 0.2051, -0.0093], [-0.1579, -0.5172, 0.4411], [0.1390, 0.0177, 0.0496], [0.1922, -0.0020, 0.0802], [-0.1153, 0.2263, -0.0282], [0.4069, -2.2770, 1.1727], [0.1170, 0.5828, 0.2403], [0.0473, -0.3492, -0.0618], [-0.8068, -0.9162, 0.5871], [-0.1139, -0.4535, -0.0970], [-0.1095, 0.8216, 0.4500], [0.5773, -0.1655, 0.3032], [-0.0009, -0.8216, -1.1321], [-0.2431, -0.3978, 0.4718], [-0.1919, -0.4204, 0.4240], [0.0230, -0.3482, -0.6319], [0.0860, 2.1292, 0.3926], [-0.4356, 0.4066, -0.9195], [-0.2420, 0.1672, 0.0130], [-0.1007, 0.5449, 0.1396], [0.3471, 0.3910, -0.8915], [0.0902, 0.2572, -0.3784], [0.3496, -0.0067, 0.1477], [0.0258, 0.7955, -0.6269], [0.1401, -0.1070, 0.3040], [0.4491, -1.1172, 0.7559], [0.0323, -0.5796, 0.1859], [-0.1027, 0.0693, -0.1611], [-0.1957, 0.1471, 0.3557], [0.7212, 0.1580, 0.7644], [0.2645, 0.2028, -0.0079], [-0.0446, 0.0414, -0.4410], [-0.0825, -0.1096, 0.0463], [0.1167, 0.0312, -0.3108], [-0.2077, 0.1498, -0.0530], [0.1613, -0.1747, 0.1081], [0.1338, -0.1208, 0.2137], [-0.0218, -0.3575, -0.1017], [-0.1749, -0.2825, 0.0296], [0.2002, 0.1546, -0.4674], [0.2419, -0.0303, 0.1671], [0.0606, 0.2578, -0.3439], [0.0720, 0.2147, 0.1896], [-0.4699, 0.3522, 0.3318], [-0.0278, -0.2044, 0.0684], [-0.0400, -0.2274, 0.0787], [0.4099, -0.3577, 0.2093], [-0.3454, -0.2471, 0.1449], [-0.2038, 0.2864, -0.8518], [-0.2543, -0.0450, -0.2272], [-0.8464, 0.4131, -0.4910], [-0.2811, 1.5504, -0.4325], [0.2011, 0.4775, -0.2462]], "lowdin_charge": [0.569, 0.545, 0.581, 0.560, 0.613, 0.533, 0.573, 0.737, 0.545, 0.575, 1.120, -0.010, -0.114, -0.038, -0.128, -0.671, -0.649, -0.648, -0.697, -0.606, -0.601, -0.022, -0.666, -0.687, -0.557, -0.758, -0.655, -0.002, -0.639, 0.071, 0.078, 0.003, 0.079, 0.056, 0.073, 0.072, 0.051, 0.076, 0.080, 0.072, 0.065, 0.082, 0.056, 0.077, 0.000, 0.002, -0.032, 0.029, 0.063, 0.047, 0.000, 0.079, 0.019, -0.077, 0.078]}


No. 2
{"formula": "C42H32N7O5RuS", "method": "wB97M-V/def2-TZVPD", "orbital_gap_ev": [4.43, 4.01], "spin_multiplicity": 6, "energy_ha": -2872.2000, "homo_ev": [-5.844, -7.376], "de_lowest_ev": 0.9301, "s2": 8.8115, "symbols": ["Ru", "S", "O", "O", "O", "O", "O", "N", "N", "N", "N", "N", "N", "N", "C", "C", "C", "C", "C", "C", "C", "C", "C", "C", "C", "C", "C", "C", "C", "C", "C", "C", "C", "C", "C", "C", "C", "C", "C", "C", "C", "C", "C", "C", "C", "C", "C", "C", "C", "C", "C", "C", "C", "C", "C", "C", "H", "H", "H", "H", "H", "H", "H", "H", "H", "H", "H", "H", "H", "H", "H", "H", "H", "H", "H", "H", "H", "H", "H", "H", "H", "H", "H", "H", "H", "H", "H", "H"], "xyz": [[-1.824092, 0.463691, -1.214732], [-1.377292, -8.490509, -4.038032], [-2.795792, -8.742009, -4.144832], [-1.397592, 0.572191, 1.043368], [-0.123392, 1.676591, 2.485368], [-0.513692, -9.625909, -3.864232], [-0.851792, -7.403009, -4.818832], [-1.594192, -6.478009, -2.353432], [-1.818092, 2.409391, -1.225132], [-1.970092, -1.588509, -1.466232], [-3.834192, 0.771091, -1.169632], [0.139508, 0.771991, -1.731632], [-1.486192, -8.577609, -1.306032], [2.450308, 1.201891, 2.448968], [3.180508, -0.743309, 1.210268], [-6.160492, 0.253791, -1.080132], [-1.940192, -4.403609, -1.251032], [-5.467192, 2.551391, -1.010132], [-4.660992, 4.817091, -1.165232], [2.435808, 0.262891, -2.146532], [2.179208, 0.145491, 1.634468], [3.941908, 2.521791, 3.780668], [-1.937092, -6.622409, -0.014232], [3.053908, 2.261591, 4.958068], [1.092108, -0.091909, -2.053732], [-1.463392, -7.741109, -2.290432], [-0.229592, 4.275091, -0.784732], [5.908508, 3.469191, 2.770868], [-2.437692, -2.223409, -0.365632], [1.094608, 4.696891, -0.844132], [-1.728292, -7.973109, -0.115832], [5.625808, 2.826591, 1.577468], [5.400808, 4.070591, 5.140368], [2.862108, -1.903309, 0.538568], [2.805608, 1.565691, -1.912532], [-1.533892, -3.731709, -2.432132], [-5.704292, 3.938191, -0.993032], [-2.420792, -3.580809, -0.204532], [5.070108, 3.334191, 3.873468], [1.535908, -2.226409, 0.287568], [-6.491592, 1.583291, -0.987832], [-0.305192, 0.788691, 1.644268], [0.477808, 2.066691, -1.493632], [-1.542992, -2.366509, -2.486032], [2.101708, 3.860691, -1.266032], [-0.581792, 2.977591, -1.166332], [4.484408, 2.063191, 1.457768], [0.543808, -1.351309, 0.686268], [3.632908, 1.910291, 2.552468], [1.819908, 2.514591, -1.566432], [-4.130992, 2.093091, -1.102232], [-3.035792, 3.017991, -1.185532], [-3.345592, 4.377591, -1.290332], [-4.821392, -0.113309, -1.171232], [0.837508, -0.151909, 1.313568], [-1.844492, -5.818309, -1.179932], [6.218808, 4.765591, 4.965368], [4.542908, 4.634791, 5.503468], [-2.578592, 5.102991, -1.505032], [-2.142592, -6.172309, 0.943068], [-1.209492, -1.840109, -3.374832], [2.726308, 1.223791, 4.955768], [-6.914792, -0.513509, -1.083032], [-2.815692, -1.570909, 0.421168], [-7.518092, 1.902491, -0.915032], [3.167208, -0.486409, -2.402832], [4.208608, -0.537609, 1.467668], [6.288608, 2.937691, 0.733068], [-2.788892, -4.006809, 0.714068], [1.331608, 5.711491, -0.560032], [3.117408, 4.214291, -1.343732], [1.591408, 1.607691, 2.847268], [3.647608, -2.580409, 0.233568], [6.793208, 4.084791, 2.849368], [5.704708, 3.385491, 5.932768], [-1.739992, -8.635509, 0.737468], [-1.198392, -4.325709, -3.266632], [3.572008, 2.460591, 5.890868], [4.217608, 1.606391, 0.517468], [-6.716792, 4.293491, -0.894732], [-4.546092, -1.156509, -1.251032], [0.786008, -1.110609, -2.239532], [3.835208, 1.876691, -2.003832], [-4.860892, 5.878091, -1.215532], [2.164308, 2.889491, 4.912968], [1.274908, -3.149509, -0.208832], [-0.971692, 4.956491, -0.404432], [-0.491092, -1.609409, 0.532168]], "atomic_forces_ev_per_a": [[0.5492, 0.0802, 1.1779], [0.7452, -0.4643, -2.0825], [-0.4027, -0.0223, 0.1772], [-1.5342, -0.2033, -1.5425], [-0.3914, 0.0635, -0.0932], [0.0201, -0.0700, 0.2565], [-0.0617, -0.0751, -0.0091], [0.0937, -0.5658, -0.0057], [-0.2175, -0.5506, -0.1334], [-0.1978, 0.1890, 0.1070], [-0.6708, -0.4213, -0.0520], [0.4313, -0.3566, -0.3732], [0.0686, -0.6352, -0.1644], [-0.6799, 0.3283, 0.3677], [0.1164, 0.0442, -0.0104], [-0.2486, 0.3531, 0.0721], [0.0574, -0.5467, 0.0516], [0.3992, -0.1688, -0.0162], [-0.7650, -0.2101, 0.0821], [0.2942, 0.4598, -0.0349], [-0.1011, -0.4950, -0.0577], [0.0188, -0.2150, -0.2713], [-0.0224, -0.1448, -0.0339], [0.0146, 0.0834, -0.0470], [-0.3095, -0.1284, 0.0244], [-0.4151, 1.2859, 1.7165], [-0.6783, -0.8774, -0.1793], [0.0222, 0.0134, -0.0024], [-0.3840, -0.5975, 0.6090], [0.8193, -0.1740, -0.2169], [-0.0137, 0.3432, -0.1536], [0.0616, 0.0514, 0.0592], [0.0123, -0.0432, 0.0070], [-0.0543, 0.0212, -0.0241], [-0.4158, -0.2920, -0.0884], [0.0194, 0.5061, -0.1785], [0.1604, 0.4356, -0.1219], [-0.0422, 0.5027, 0.0814], [0.1114, 0.0294, -0.2122], [-0.1130, -0.1914, -0.0922], [0.4212, -0.2165, -0.0032], [1.5328, -0.1045, 0.7384], [0.3620, 1.0028, 0.1430], [0.2592, -0.5705, -0.5351], [-0.1946, 0.3428, 0.1843], [1.3546, 0.8692, 0.0526], [-0.1819, 0.0543, 0.1616], [0.1740, -0.1688, 0.0385], [0.6368, 0.3108, 0.0184], [-0.4430, -0.1874, 0.0385], [-0.2985, 0.9900, 0.0567], [-1.0201, 0.7778, 0.0429], [0.6095, -0.8372, 0.0017], [0.2403, -0.1614, -0.0683], [-0.1834, 0.2124, 0.0049], [0.0455, 0.4399, -0.0145], [0.0372, 0.0363, 0.0388], [-0.0249, 0.0434, 0.0545], [0.0606, -0.0256, 0.0915], [0.0077, 0.0192, 0.1182], [0.0018, -0.0742, 0.0165], [-0.0685, -0.0418, 0.0331], [-0.1003, -0.1166, 0.0007], [0.1098, -0.1854, 0.0039], [-0.1865, 0.0294, 0.0081], [0.0013, -0.0896, -0.0073], [0.0634, 0.0267, 0.0088], [0.0973, 0.0388, -0.1087], [-0.0817, 0.0126, 0.1322], [0.0159, 0.0581, 0.0268], [0.1414, 0.0299, 0.0712], [0.3035, -0.0422, -0.2092], [0.0923, -0.0373, 0.0115], [0.0706, 0.0675, 0.0248], [0.0055, -0.0144, 0.0667], [-0.0524, 0.0537, 0.1229], [0.0459, 0.0760, -0.1783], [-0.0402, 0.0334, 0.0951], [0.0158, -0.0780, -0.0917], [-0.1462, 0.0743, 0.0042], [0.0812, 0.0402, -0.0036], [-0.0692, -0.0321, 0.0527], [0.1316, 0.0285, 0.0589], [-0.0171, 0.0341, 0.0031], [-0.1662, 0.0291, 0.1282], [-0.0153, -0.1323, -0.0140], [-0.0571, -0.0095, -0.0172], [0.1324, 0.0523, 0.0048]], "lowdin_charge": [1.511, 0.508, -0.239, -0.113, 0.033, -0.255, -0.286, 0.176, -0.086, -0.172, -0.036, -0.025, 0.120, 0.103, -0.026, -0.022, -0.173, -0.146, -0.062, -0.020, -0.186, -0.164, 0.004, -0.029, -0.092, -0.363, 0.007, -0.063, -0.222, -0.056, -0.098, -0.089, -0.052, -0.089, 0.019, -0.004, -0.031, -0.011, -0.236, -0.098, 0.027, -0.597, -0.146, -0.156, -0.021, -0.193, -0.043, -0.064, -0.197, -0.143, -0.136, -0.184, 0.003, -0.081, -0.073, -0.201, 0.073, 0.083, 0.099, 0.103, 0.106, 0.087, 0.114, 0.105, 0.125, 0.120, 0.110, 0.098, 0.108, 0.112, 0.116, 0.111, 0.106, 0.103, 0.084, 0.112, 0.111, 0.069, 0.087, 0.113, 0.108, 0.102, 0.125, 0.112, 0.094, 0.103, 0.101, 0.069]}


No. 3
{"formula": "C4H14N", "method": "wB97M-V/def2-TZVPD", "orbital_gap_ev": 11.77, "total_charge": 1, "spin_multiplicity": 1, "energy_ha": -215.2816, "homo_ev": -15.395, "de_lowest_ev": 0.7438, "symbols": ["N", "C", "C", "C", "C", "H", "H", "H", "H", "H", "H", "H", "H", "H", "H", "H", "H", "H", "H"], "xyz": [[0.787915, 0.627379, -0.378067], [2.064650, 0.140827, 0.206242], [-2.339208, -0.136730, -1.478710], [1.995620, -0.202841, 1.696457], [-2.370491, -0.461450, 0.036576], [-3.353737, -0.281502, 0.458106], [0.599830, 1.564287, -0.022822], [1.034858, -0.689460, 1.886276], [-0.016323, 0.015277, -0.200139], [-2.080279, -1.493411, 0.254535], [1.935827, 0.740429, 2.240766], [2.330550, -0.767331, -0.342487], [2.862647, 0.851950, -0.005654], [-2.023046, 0.895429, -1.615629], [-1.626507, 0.171793, 0.506558], [-3.311113, -0.503000, -1.824786], [-1.709525, -0.765470, -2.116407], [2.797220, -0.865572, 1.989844], [0.844787, 0.666047, -1.399370]], "atomic_forces_ev_per_a": [[0.0315, 0.2218, -0.3314], [1.3806, -1.5810, 0.1152], [-0.3514, -1.3929, 0.4493], [-1.5182, 0.9807, -0.7469], [0.9905, -0.4198, -0.8053], [0.1170, 0.2062, 0.1421], [-0.3920, 0.0455, -0.0723], [0.1582, -0.3221, 0.1081], [0.0513, 0.0482, 0.3833], [-0.2204, 0.0202, -0.0587], [0.4826, -0.2312, 0.4322], [-0.1661, 0.1335, -0.0896], [-0.3021, 0.2316, -0.0726], [-0.8983, 0.1531, -0.4850], [-0.2213, 0.2565, 0.8179], [-0.1105, 1.2550, -0.4720], [0.5982, -0.0580, 0.5122], [0.2187, 0.1926, 0.1179], [0.1515, 0.2600, 0.0558]], "lowdin_charge": [0.189, -0.204, -0.160, -0.049, -0.155, 0.080, 0.179, 0.082, 0.109, 0.078, 0.088, 0.132, 0.134, 0.061, 0.024, 0.079, 0.063, 0.094, 0.177]}


No. 4
{"formula": "C4H10O2", "method": "wB97M-V/def2-TZVPD", "orbital_gap_ev": 10.82, "spin_multiplicity": 1, "energy_ha": -308.7833, "homo_ev": -10.088, "de_lowest_ev": 3.1261, "symbols": ["O", "O", "C", "C", "C", "C", "H", "H", "H", "H", "H", "H", "H", "H", "H", "H"], "xyz": [[-2.250823, -0.099290, 0.650268], [-1.133189, 0.196484, -1.848270], [0.115866, -0.507294, 0.170560], [0.124278, -0.034108, -1.252802], [-0.936116, 0.248172, 0.994045], [1.526852, -0.346836, 0.723039], [-0.509405, 1.093485, -1.704184], [2.264341, -0.835212, 0.075100], [-0.804763, 0.008031, 2.054987], [-0.179362, -1.563239, 0.160656], [0.823324, -0.526248, -1.928507], [1.799785, 0.713975, 0.803508], [1.605006, -0.789872, 1.717253], [-2.292001, -0.020981, -0.318989], [-0.752327, 1.337495, 0.891095], [0.598533, 1.125439, -1.187759]], "atomic_forces_ev_per_a": [[-0.0977, 0.0072, -0.2289], [1.0294, 2.5796, -0.0113], [0.0548, -0.2541, 0.0673], [2.5707, 1.0964, 0.9147], [0.4357, 0.0567, 0.1684], [0.0876, -0.0755, 0.2206], [-4.3028, -0.7126, -1.8592], [-0.1155, 0.0798, 0.1207], [-0.0065, 0.0265, -0.1331], [0.0468, -0.0017, 0.0673], [0.0372, -0.3925, 0.1361], [-0.0720, -0.1755, -0.0172], [0.0432, 0.0287, -0.0374], [-0.0973, 0.0026, 0.1838], [-0.0688, -0.1804, -0.0176], [0.4552, -2.0854, 0.4257]], "lowdin_charge": [-0.061, -0.114, -0.362, -0.308, -0.250, -0.071, 0.134, 0.084, 0.125, 0.157, 0.131, 0.085, 0.081, 0.066, 0.129, 0.175]}